{
  "formula": "C38H28N6O5S2SnTe",
  "method": "ωB97M-V with the def2-TZVPD basis set",
  "spin_multiplicity": 1,
  "charge": -2,
  "lumo_ev": 3.4,
  "de_lowest_ev": 0.0000,
  "homo_lumo_gap_ev": 4.55,
  "symbols": ["Sn", "C", "C", "C", "C", "C", "C", "C", "C", "C", "C", "C", "C", "C", "C", "C", "N", "H", "H", "H", "H", "H", "H", "H", "H", "H", "H", "O", "C", "C", "O", "C", "C", "O", "C", "O", "O", "N", "C", "N", "C", "C", "S", "C", "C", "S", "C", "N", "N", "H", "H", "H", "H", "H", "H", "C", "C", "C", "C", "N", "C", "C", "H", "H", "H", "H", "H", "H", "H", "Te", "C", "C", "C", "C", "C", "C", "H", "H", "H", "H", "H"],
  "positions_angstrom": [[1.24523, -0.43864, 0.46061], [2.56008, -4.63027, 1.88922], [2.40823, -5.42428, 0.75747], [2.01624, -4.82783, -0.43640], [1.75313, -3.45981, -0.48705], [1.88207, -2.63563, 0.63813], [2.30067, -3.26160, 1.81867], [1.32723, -2.82008, -1.76897], [2.10491, -2.94795, -2.95100], [1.81343, -2.16280, -4.01908], [0.74245, -1.23793, -3.93295], [0.46900, -0.28230, -4.94092], [-0.52314, 0.64008, -4.76577], [-1.29581, 0.63797, -3.57883], [-1.05764, -0.27791, -2.59276], [-0.01759, -1.23017, -2.74520], [0.27394, -2.04577, -1.69111], [2.88296, -5.07390, 2.82654], [2.59038, -6.49254, 0.80393], [1.88748, -5.42991, -1.33111], [2.43080, -2.66467, 2.72045], [2.96313, -3.60793, -2.95155], [2.43445, -2.17000, -4.90799], [1.10457, -0.25227, -5.81969], [-0.68126, 1.41114, -5.51101], [-2.05562, 1.39661, -3.43163], [-1.59720, -0.24546, -1.64954], [2.97939, 1.94642, -5.37845], [2.89209, 1.73270, -4.18307], [3.39123, 0.51150, -3.45894], [4.16479, -0.32374, -3.91180], [2.73902, 0.52338, -2.14217], [2.14445, 1.80846, -1.92053], [1.59657, 2.14120, -0.84187], [2.23316, 2.60763, -3.15527], [1.83246, 3.75384, -3.32236], [2.70102, -0.45356, -1.33078], [-3.30067, -2.34847, -0.05325], [-3.85984, -1.09022, -0.11605], [-3.17536, -0.02022, -0.29817], [-3.98032, 1.10695, -0.27095], [-5.29952, 0.86770, -0.06731], [-5.57184, -0.83168, 0.10448], [-3.35352, 2.42705, -0.48944], [-4.02362, 3.59121, -0.68029], [-2.89044, 4.86580, -0.97094], [-1.57223, 3.68078, -0.81931], [-1.99201, 2.48083, -0.55818], [-0.30292, 4.05004, -0.93978], [-2.36753, -2.41607, -0.36013], [-3.88537, -3.15193, -0.17290], [-6.11668, 1.56968, 0.00092], [-5.08972, 3.76538, -0.68899], [-0.08734, 4.90817, -1.41685], [0.45243, 3.33500, -0.92080], [-4.01301, -2.16371, 5.08810], [-2.78399, -1.85452, 4.27188], [-2.42592, -0.55245, 3.96113], [-1.29551, -0.32268, 3.18747], [-0.50589, -1.29329, 2.73684], [-0.85017, -2.55225, 3.03360], [-1.96991, -2.87168, 3.78546], [-4.57384, -1.25763, 5.31562], [-3.74232, -2.64433, 6.03110], [-4.67237, -2.84671, 4.54866], [-3.02810, 0.28375, 4.29930], [-1.02658, 0.68782, 2.88798], [-0.19924, -3.32989, 2.64131], [-2.21455, -3.91229, 3.97613], [3.33393, 0.20785, 2.33406], [2.96648, 2.28880, 2.43061], [1.67026, 2.80462, 2.50435], [1.44626, 4.17186, 2.60457], [2.51782, 5.05654, 2.63881], [3.81162, 4.55804, 2.54612], [4.03293, 3.18899, 2.43633], [0.82624, 2.12688, 2.45022], [0.42914, 4.54546, 2.64914], [2.34562, 6.12400, 2.71773], [4.65591, 5.23926, 2.54789], [5.04542, 2.81360, 2.33628]]
}

{
  "formula": "C38H29CaN5O7S2Se",
  "method": "ωB97M-V with the def2-TZVPD basis set",
  "spin_multiplicity": 1,
  "charge": -2,
  "lumo_ev": 4.1,
  "de_lowest_ev": 0.2158,
  "homo_lumo_gap_ev": 5.46,
  "symbols": ["Ca", "O", "C", "O", "C", "C", "C", "C", "C", "C", "N", "C", "C", "C", "C", "C", "C", "N", "H", "H", "H", "H", "H", "H", "H", "H", "H", "H", "C", "C", "C", "C", "N", "C", "C", "C", "C", "C", "C", "N", "H", "H", "H", "H", "H", "H", "H", "H", "O", "C", "O", "C", "C", "C", "C", "C", "C", "S", "H", "H", "H", "H", "C", "C", "C", "C", "C", "C", "C", "S", "O", "O", "O", "H", "H", "H", "H", "H", "H", "H", "Se", "C", "N"],
  "positions_angstrom": [[-0.31506, 0.16350, -0.96253], [3.75600, 2.89907, 5.95155], [2.66771, 2.22765, 6.40351], [2.58589, 1.98736, 7.58025], [1.65407, 1.83027, 5.39286], [1.66253, 2.28171, 4.07073], [0.71715, 1.85711, 3.16020], [-0.27184, 0.96436, 3.57425], [-0.30572, 0.51852, 4.89450], [0.65122, 0.95184, 5.79380], [-1.18642, 0.49395, 2.62806], [-2.28580, 1.08665, 2.50507], [-3.31876, 0.70852, 1.51843], [-4.61882, 1.12305, 1.77848], [-5.62865, 0.78991, 0.89243], [-5.29453, 0.05980, -0.22924], [-3.96425, -0.29860, -0.41817], [-2.98701, 0.01684, 0.42574], [3.71917, 2.96339, 4.98963], [2.40174, 2.98880, 3.70638], [0.71683, 2.19101, 2.12671], [-1.07141, -0.18641, 5.19307], [0.64602, 0.60929, 6.81991], [-2.54994, 1.94390, 3.13621], [-4.82181, 1.70587, 2.66862], [-6.64925, 1.10515, 1.07184], [-6.02934, -0.21265, -0.97465], [-3.66470, -0.83815, -1.30813], [-1.31041, -4.12814, 0.93943], [-0.18982, -4.61140, 1.59007], [0.85764, -3.74631, 1.84175], [0.75532, -2.41535, 1.44069], [-0.31114, -1.96025, 0.78365], [-1.31488, -2.79964, 0.54492], [1.85594, -1.44254, 1.71050], [2.87963, -1.74992, 2.60334], [3.92654, -0.86016, 2.76259], [3.92163, 0.30469, 2.02048], [2.83947, 0.55386, 1.18656], [1.81881, -0.28718, 1.04577], [-2.15455, -4.76335, 0.70526], [-0.11921, -5.65228, 1.88216], [1.76131, -4.10951, 2.30723], [-2.14951, -2.39629, -0.00832], [2.86735, -2.67244, 3.16542], [4.73661, -1.08447, 3.44647], [4.72931, 1.02335, 2.08252], [2.77199, 1.46596, 0.59851], [-2.42976, 3.05883, -0.95457], [-1.25119, 3.01769, -0.57146], [-0.75001, 2.08324, 0.14069], [-0.32764, 4.16263, -0.93948], [-0.92354, 5.42184, -1.02348], [-0.19804, 6.56731, -1.29646], [1.17257, 6.43981, -1.51656], [1.76991, 5.19647, -1.47245], [1.05451, 4.00882, -1.19149], [1.94693, 2.50185, -1.24295], [-1.99512, 5.46338, -0.86828], [-0.68562, 7.53471, -1.34459], [1.77776, 7.31444, -1.73710], [2.83042, 5.09651, -1.67164], [1.20141, -4.74080, -7.07011], [0.46871, -3.77425, -6.17745], [-0.92066, -3.73366, -6.15167], [-1.59182, -2.84130, -5.32588], [-0.86731, -1.97973, -4.52008], [0.52096, -1.99324, -4.54240], [1.17785, -2.89337, -5.36393], [-1.71432, -0.89381, -3.40072], [-3.05491, -0.74713, -3.91763], [-0.90411, 0.32161, -3.30325], [-1.65133, -1.53925, -2.07650], [0.52328, -5.48905, -7.48266], [1.98882, -5.25875, -6.52028], [1.67514, -4.22056, -7.90628], [-1.48733, -4.41228, -6.78074], [-2.67295, -2.80298, -5.30246], [1.07704, -1.32138, -3.90359], [2.26155, -2.91982, -5.35473], [3.63312, -3.55850, -1.27165], [2.37633, -2.25575, -1.44076], [1.58229, -1.41387, -1.53590]]
}

{
  "formula": "C38H29N3O5SiZr",
  "method": "ωB97M-V with the def2-TZVPD basis set",
  "spin_multiplicity": 1,
  "lumo_ev": -0.8,
  "de_lowest_ev": 0.9888,
  "homo_lumo_gap_ev": 6.97,
  "symbols": ["Zr", "O", "C", "C", "C", "C", "C", "C", "C", "O", "N", "N", "C", "C", "C", "C", "C", "C", "C", "O", "H", "H", "H", "H", "H", "H", "H", "H", "H", "H", "O", "C", "O", "C", "C", "C", "C", "C", "N", "H", "H", "H", "H", "C", "C", "C", "C", "C", "C", "Si", "C", "C", "C", "C", "C", "C", "C", "C", "C", "C", "C", "C", "H", "H", "H", "H", "H", "H", "H", "H", "H", "H", "H", "H", "H", "H", "H"],
  "positions_angstrom": [[0.29882, -1.65101, 0.47099], [4.81922, 1.75428, 0.82914], [4.01785, 2.11719, 1.84148], [4.39138, 3.23815, 2.58372], [3.60453, 3.68220, 3.62547], [2.42322, 3.02106, 3.96128], [2.04833, 1.91329, 3.23182], [2.82701, 1.44362, 2.16930], [2.34723, 0.29339, 1.40121], [1.17299, -0.22654, 1.69398], [3.08473, -0.18745, 0.44470], [2.44078, -1.24589, -0.20244], [3.14859, -1.85038, -1.08584], [2.70127, -2.97092, -1.88658], [3.64045, -3.61132, -2.70372], [3.29246, -4.69485, -3.47929], [1.97250, -5.14880, -3.44818], [1.02635, -4.52416, -2.65997], [1.37588, -3.43367, -1.86745], [0.43984, -2.82640, -1.13260], [4.40112, 0.98560, 0.37876], [5.30801, 3.74404, 2.31102], [3.91122, 4.55541, 4.18766], [1.81103, 3.36908, 4.78173], [1.13992, 1.37917, 3.47360], [4.16910, -1.49898, -1.22909], [4.65843, -3.23912, -2.70984], [4.02803, -5.18468, -4.10134], [1.68238, -5.99840, -4.05278], [-0.00184, -4.86026, -2.63839], [-0.14907, -3.54048, 4.09124], [-0.39415, -3.11144, 2.99520], [0.40930, -3.09581, 1.95158], [-1.74987, -2.51446, 2.67751], [-2.77175, -2.51115, 3.60353], [-3.99913, -1.99382, 3.22247], [-4.15881, -1.51802, 1.93092], [-3.07467, -1.53197, 1.07515], [-1.87832, -2.00321, 1.44319], [-2.57733, -2.91683, 4.58596], [-4.82526, -1.96694, 3.92114], [-5.10109, -1.11485, 1.58858], [-3.15801, -1.15052, 0.06706], [2.68226, 3.16310, -1.63910], [2.32977, 2.09375, -2.45367], [1.19259, 1.35251, -2.16975], [0.37888, 1.66325, -1.07313], [0.74510, 2.74790, -0.27385], [1.88603, 3.49208, -0.55276], [-1.04685, 0.50961, -0.64613], [-2.00906, 0.23975, -2.24677], [-2.41475, -1.03995, -2.63853], [-3.14106, -1.24476, -3.80669], [-3.46930, -0.16556, -4.61265], [-3.06427, 1.11321, -4.25247], [-2.34152, 1.30971, -3.08463], [-2.19475, 1.38643, 0.57431], [-1.80735, 1.49948, 1.91636], [-2.65922, 2.03411, 2.87293], [-3.92965, 2.46226, 2.50828], [-4.33380, 2.36231, 1.18529], [-3.47399, 1.82979, 0.23057], [3.57739, 3.73483, -1.84887], [2.94535, 1.83704, -3.30755], [0.92904, 0.51619, -2.81177], [0.13785, 3.01280, 0.58484], [2.15765, 4.32183, 0.08875], [-2.13793, -1.89766, -2.03301], [-3.44141, -2.24551, -4.09188], [-4.03143, -0.32016, -5.52515], [-3.30887, 1.95661, -4.88641], [-2.01843, 2.31199, -2.82173], [-0.82417, 1.15327, 2.21747], [-2.33640, 2.11184, 3.90426], [-4.59870, 2.87485, 3.25318], [-5.32139, 2.70048, 0.89530], [-3.81029, 1.74846, -0.79693]]
}